Record 1
{"formula": "C35H36FN2O8P2RhSeSi", "method": "wB97M-V/def2-TZVPD", "species": ["Rh", "O", "P", "C", "P", "O", "C", "C", "C", "C", "C", "C", "C", "C", "C", "C", "C", "C", "C", "C", "C", "C", "C", "C", "C", "C", "C", "C", "C", "C", "H", "H", "H", "H", "H", "H", "H", "H", "H", "H", "H", "H", "H", "H", "H", "H", "H", "H", "H", "H", "H", "H", "C", "Si", "C", "C", "Se", "H", "H", "H", "H", "H", "H", "H", "H", "H", "O", "C", "O", "H", "F", "C", "C", "N", "C", "C", "O", "O", "C", "O", "N", "C", "O", "H", "H", "H", "H"], "coordinates": [[-0.15637, 1.44110, -1.59573], [2.28324, 0.73566, 2.09380], [1.05301, 0.14654, 2.66831], [-0.12946, -0.52280, 1.44563], [0.70851, -1.15782, -0.02233], [1.09724, -0.06194, -0.99521], [2.17525, -2.05200, 0.48554], [2.08046, -3.32649, 1.04090], [3.22448, -3.97751, 1.47005], [4.46203, -3.36125, 1.33229], [4.55687, -2.09409, 0.77474], [3.41339, -1.43128, 0.35344], [-0.39323, -2.33703, -0.81301], [-1.25996, -3.16895, -0.10603], [-2.04119, -4.09242, -0.78171], [-1.96398, -4.18557, -2.16537], [-1.10670, -3.35569, -2.87275], [-0.32065, -2.43172, -2.20070], [0.09405, 1.27047, 3.69898], [-1.24076, 1.05071, 4.02632], [-1.90708, 1.93738, 4.85859], [-1.23851, 3.04251, 5.36858], [0.08999, 3.26881, 5.03570], [0.75696, 2.38760, 4.19766], [1.44012, -1.28492, 3.71088], [0.47595, -2.11757, 4.27555], [0.85674, -3.20581, 5.04435], [2.20576, -3.46603, 5.25625], [3.16890, -2.63752, 4.70068], [2.78858, -1.54869, 3.92766], [-0.80573, 0.26703, 1.10197], [-0.72441, -1.31623, 1.90055], [1.11834, -3.81536, 1.14176], [3.15119, -4.96440, 1.90801], [5.35722, -3.87350, 1.66226], [5.52182, -1.61476, 0.67413], [3.46629, -0.43053, -0.05343], [-1.33839, -3.10512, 0.97258], [-2.71516, -4.73463, -0.22988], [-2.58004, -4.90378, -2.69119], [-1.04282, -3.41832, -3.95102], [0.33149, -1.76990, -2.75746], [-1.77737, 0.19972, 3.62131], [-2.94794, 1.76991, 5.10432], [-1.75945, 3.73571, 6.01649], [0.60372, 4.14147, 5.41810], [1.78360, 2.56498, 3.90151], [-0.58068, -1.91910, 4.13008], [0.10386, -3.84923, 5.48139], [2.50261, -4.31660, 5.85686], [4.21970, -2.84185, 4.86303], [3.52616, -0.90379, 3.46599], [-3.34895, 3.03749, 0.92755], [-1.88494, 4.12449, 0.49304], [-2.25539, 5.23838, -0.96515], [-1.45176, 5.17353, 1.98313], [0.04402, 2.91756, 0.23978], [-4.23078, 3.63951, 1.16537], [-3.09764, 2.43616, 1.80509], [-3.61336, 2.35362, 0.12065], [-2.86546, 6.09136, -0.65480], [-2.77758, 4.70534, -1.75856], [-1.31943, 5.61773, -1.37919], [-2.25790, 5.87812, 2.20737], [-0.54119, 5.74717, 1.79849], [-1.28856, 4.54642, 2.86212], [-2.07696, 0.60841, -1.23527], [-2.52137, 1.44912, -2.06955], [-1.77503, 2.39416, -2.45416], [-3.53831, 1.36127, -2.46132], [-2.46174, 1.49596, -7.78241], [-1.49255, 0.71048, -7.30680], [-0.47657, 1.20831, -6.60366], [0.54739, 0.41362, -6.12586], [1.49816, 0.97913, -5.18571], [0.86820, 1.13775, -3.81838], [1.36201, 1.96068, -2.99234], [-0.13004, 0.43356, -3.51478], [0.51336, -0.96069, -6.25978], [1.33510, -1.70327, -5.76648], [-0.53171, -1.42951, -7.03276], [-1.59444, -0.71799, -7.58607], [-2.47256, -1.26210, -8.21040], [-0.40906, 2.26466, -6.38131], [1.87853, 1.93211, -5.54704], [2.32921, 0.28226, -5.09419], [-0.55037, -2.43023, -7.16707]], "atomic_forces_ev_per_a": [[-1.0, -1.1, -1.7], [0.0, 0.1, 0.0], [0.0, 0.0, 0.1], [-0.1, 0.0, 0.0], [-0.1, -0.1, -0.1], [0.4, 0.3, 0.4], [0.0, 0.0, 0.0], [0.0, 0.0, 0.0], [0.0, 0.0, 0.0], [0.0, 0.0, 0.0], [0.0, 0.0, 0.0], [0.0, 0.0, 0.0], [-0.1, 0.0, 0.1], [0.0, 0.0, 0.0], [0.0, 0.0, 0.0], [0.0, 0.0, 0.0], [0.0, 0.0, 0.0], [0.1, 0.0, 0.0], [0.0, 0.0, 0.0], [0.0, 0.0, 0.0], [0.0, 0.0, 0.0], [0.0, 0.0, 0.0], [0.0, 0.0, 0.0], [0.0, 0.0, 0.0], [0.1, 0.0, 0.0], [0.0, 0.0, 0.0], [0.0, 0.0, 0.0], [0.0, 0.0, 0.0], [0.0, 0.0, 0.0], [0.0, 0.0, 0.0], [0.0, 0.0, 0.0], [0.0, 0.0, 0.0], [0.0, 0.0, 0.0], [0.0, 0.0, 0.0], [0.0, 0.0, 0.0], [0.0, 0.0, 0.0], [0.0, 0.0, 0.0], [0.0, 0.0, 0.0], [0.0, 0.0, 0.0], [0.0, 0.0, 0.0], [0.0, 0.0, 0.0], [0.0, -0.1, 0.0], [0.0, 0.0, 0.0], [0.0, 0.0, 0.0], [0.0, 0.0, 0.0], [0.0, 0.0, 0.0], [0.0, 0.0, 0.0], [0.0, 0.0, 0.0], [0.0, 0.0, 0.0], [0.0, 0.0, 0.0], [0.0, 0.0, 0.0], [0.0, 0.0, 0.0], [0.0, 0.0, 0.0], [0.2, -0.1, 0.0], [0.0, 0.0, 0.0], [0.0, 0.0, 0.0], [0.1, 0.3, 0.6], [0.0, 0.0, 0.0], [0.0, 0.0, 0.0], [0.0, 0.0, 0.0], [0.0, 0.0, 0.0], [0.0, 0.0, 0.0], [0.0, 0.0, 0.0], [0.0, 0.0, 0.0], [0.0, 0.0, 0.0], [0.0, 0.0, 0.0], [0.3, 0.4, 0.1], [0.1, 0.1, 0.2], [0.0, 0.0, 0.1], [0.0, 0.0, 0.0], [0.0, 0.0, 0.0], [0.0, 0.0, 0.0], [0.1, 0.0, 0.0], [0.0, 0.1, 0.0], [0.0, 0.0, 0.0], [0.1, 0.0, 0.2], [-0.2, 0.0, 0.2], [0.2, 0.0, -0.2], [0.0, 0.0, 0.0], [0.0, 0.0, 0.0], [0.0, 0.0, 0.0], [0.0, 0.0, 0.0], [0.0, 0.0, 0.0], [0.0, 0.0, 0.0], [0.0, 0.0, 0.0], [0.0, 0.0, 0.0], [0.0, 0.0, 0.0]], "lowdin_charge": [0.922, -0.326, 0.688, -0.301, 0.800, -0.419, -0.276, -0.070, -0.081, -0.078, -0.064, -0.067, -0.268, -0.087, -0.074, -0.070, -0.054, -0.054, -0.285, -0.089, -0.081, -0.087, -0.079, -0.067, -0.267, -0.084, -0.079, -0.080, -0.077, -0.074, 0.032, 0.052, 0.105, 0.108, 0.106, 0.109, 0.112, 0.097, 0.105, 0.106, 0.106, 0.095, 0.101, 0.106, 0.106, 0.109, 0.112, 0.097, 0.103, 0.104, 0.108, 0.108, -0.202, 0.160, -0.217, -0.228, 0.471, 0.035, 0.018, 0.006, 0.029, 0.015, 0.031, 0.034, 0.032, 0.004, -0.106, -0.469, -0.127, 0.152, 0.097, -0.186, 0.055, -0.003, -0.023, -0.591, -0.050, -0.052, -0.472, 0.087, 0.221, -0.397, 0.110, 0.158, 0.143, 0.142, 0.168], "homo_ha": [-0.278, -0.278], "total_charge": 0, "multiplicity": 1, "de_lowest_ev": 0.0000, "homo_lumo_gap_ev": [7.410, 7.411]}


Record 2
{"formula": "C35H36N9O4Ti", "method": "wB97M-V/def2-TZVPD", "species": ["Ti", "O", "C", "C", "C", "C", "C", "C", "C", "N", "N", "C", "O", "C", "C", "C", "C", "C", "C", "H", "H", "H", "H", "H", "H", "H", "H", "H", "H", "N", "C", "C", "C", "C", "N", "C", "N", "N", "C", "O", "O", "H", "H", "H", "H", "H", "H", "H", "H", "H", "H", "H", "H", "H", "H", "C", "C", "C", "C", "C", "C", "C", "C", "N", "H", "H", "H", "H", "H", "H", "N", "C", "N", "C", "C", "C", "C", "C", "C", "H", "H", "H", "H", "H", "H"], "coordinates": [[0.78204, 0.43422, 0.43048], [1.53449, -0.01832, 1.99623], [1.96360, -1.08741, 2.68090], [2.32107, -0.97746, 4.01576], [2.80970, -2.06548, 4.73800], [2.95708, -3.29477, 4.09897], [2.59246, -3.43693, 2.77198], [2.06129, -2.35667, 2.02045], [1.60802, -2.52141, 0.69053], [1.01001, -1.50595, -0.03042], [0.64626, -1.82256, -1.29142], [0.16297, -0.78565, -1.92379], [0.05623, 0.37069, -1.29379], [-0.13035, -0.90381, -3.35542], [0.21210, -2.05552, -4.07928], [0.03221, -2.10735, -5.44909], [-0.49555, -1.01709, -6.13707], [-0.86566, 0.11508, -5.42627], [-0.68801, 0.17136, -4.05176], [2.20159, -0.00893, 4.49021], [3.07566, -1.95233, 5.78189], [3.35906, -4.14206, 4.64348], [2.70306, -4.39669, 2.27563], [1.79082, -3.46010, 0.17119], [0.64793, -2.88524, -3.54050], [0.31733, -2.99991, -5.99386], [-0.59148, -1.04162, -7.21559], [-1.29049, 0.96249, -5.95143], [-0.95512, 1.06424, -3.50019], [-1.77066, -0.95630, 0.43318], [-2.11840, -0.90453, 1.83887], [-3.62511, -0.99321, 2.15452], [-4.32626, -2.24068, 1.59427], [-4.14807, -3.53188, 2.40335], [-2.76240, -3.94080, 2.70342], [-1.85684, -4.05512, 1.69454], [-2.30268, -4.42910, 0.45808], [-0.55617, -4.06755, 1.94258], [-1.54072, 0.39711, 2.44432], [-1.80401, 0.64234, 3.61785], [-0.83783, 1.11228, 1.65231], [-2.23869, -0.21158, -0.07144], [-1.99431, -1.84084, -0.00388], [-1.58815, -1.70914, 2.33680], [-4.09461, -0.10548, 1.72258], [-3.75398, -0.92623, 3.23872], [-3.98285, -2.42162, 0.57507], [-5.40168, -2.05619, 1.53790], [-4.63226, -4.35585, 1.87505], [-4.64216, -3.43347, 3.36977], [-2.37538, -3.39567, 3.46515], [-2.98202, -5.17753, 0.47004], [-1.53855, -4.63334, -0.17548], [-0.29014, -3.65814, 2.83367], [0.06529, -3.62451, 1.17420], [2.89038, 0.70749, -0.43493], [2.91045, 1.74360, -1.44919], [2.50695, 1.48896, -2.77819], [2.37231, 2.49556, -3.70603], [2.68386, 3.81988, -3.37152], [3.17978, 4.08537, -2.09058], [3.29906, 3.07255, -1.16596], [2.53929, 4.86803, -4.32969], [2.42502, 5.71478, -5.10420], [3.51709, 0.93708, 0.42766], [3.09336, -0.28381, -0.83536], [2.26967, 0.47042, -3.05986], [2.02362, 2.27062, -4.70702], [3.46948, 5.09886, -1.83934], [3.69579, 3.29107, -0.18097], [0.81753, 4.23898, 2.12262], [1.39779, 3.06358, 1.78362], [0.96294, 2.59832, 0.64933], [0.00792, 3.50665, 0.20822], [-0.78309, 3.49112, -0.93592], [-1.67470, 4.53266, -1.10304], [-1.77717, 5.57165, -0.16716], [-0.98701, 5.60282, 0.96665], [-0.09629, 4.55041, 1.13211], [0.95915, 4.73439, 2.98350], [2.13888, 2.57546, 2.39648], [-0.69687, 2.67506, -1.64087], [-2.31230, 4.55004, -1.97770], [-2.49564, 6.36448, -0.33200], [-1.06692, 6.40615, 1.68803]], "atomic_forces_ev_per_a": [[0.8, -0.2, 0.6], [0.5, -0.6, 1.1], [0.3, -0.4, 0.4], [-0.1, 0.1, -0.1], [0.1, -0.1, 0.1], [-0.1, 0.1, 0.0], [-0.1, 0.0, 0.0], [-0.2, 0.2, -0.5], [-0.6, -0.8, 0.5], [-0.2, 0.8, -0.6], [0.1, 0.0, 0.1], [0.1, -0.7, 0.0], [-0.4, -0.1, -1.2], [-0.1, 0.2, -0.1], [0.0, 0.0, 0.1], [0.0, 0.0, 0.0], [0.0, 0.0, 0.0], [0.0, 0.0, 0.0], [0.0, 0.1, 0.1], [0.0, 0.0, 0.0], [0.0, 0.0, 0.0], [0.0, 0.0, 0.0], [0.1, 0.0, 0.0], [0.3, 0.1, -0.2], [0.0, 0.0, 0.0], [0.0, 0.0, 0.0], [-0.1, 0.0, 0.0], [0.0, 0.0, 0.0], [0.0, 0.0, 0.0], [-0.7, -0.2, 0.2], [-0.1, 0.3, -0.3], [0.1, -0.3, 0.1], [0.3, 0.1, 0.1], [-0.2, 0.1, -0.1], [0.1, 0.9, -0.4], [0.1, -1.6, 0.6], [0.3, 0.0, -0.2], [-0.5, 1.0, -0.4], [0.0, -0.1, 0.0], [-0.1, 0.1, 0.0], [-0.4, 0.1, 0.0], [0.1, 0.0, -0.1], [0.0, 0.0, -0.1], [0.2, -0.1, 0.1], [0.0, 0.0, 0.0], [0.0, 0.1, 0.0], [-0.1, 0.1, -0.1], [0.0, -0.1, 0.0], [-0.1, 0.0, 0.1], [0.0, -0.1, 0.0], [0.0, -0.2, 0.1], [-0.2, 0.2, -0.1], [-0.1, 0.1, 0.0], [0.3, -0.1, -0.1], [0.7, 0.1, 0.4], [-0.2, 0.3, -0.1], [0.2, 0.0, -0.1], [-0.1, 0.0, 0.1], [0.0, 0.1, -0.1], [0.1, -0.2, 0.1], [0.0, 0.1, -0.1], [-0.1, -0.1, 0.0], [0.0, 0.1, -0.1], [0.0, 0.0, 0.0], [0.0, 0.0, 0.0], [0.0, 0.0, 0.1], [0.0, 0.0, 0.0], [0.0, 0.0, 0.0], [0.0, 0.0, 0.0], [0.0, 0.0, 0.0], [0.0, 0.1, 0.0], [0.1, 0.0, -0.1], [-0.3, 0.6, 0.0], [0.1, 0.2, 0.0], [0.0, 0.0, 0.0], [0.0, 0.0, -0.1], [0.0, 0.0, 0.1], [0.0, 0.0, 0.0], [0.0, -0.1, -0.1], [0.0, 0.0, 0.0], [-0.1, -0.1, 0.1], [0.0, 0.0, 0.0], [0.0, 0.0, 0.0], [0.0, 0.0, 0.0], [0.0, 0.0, 0.0]], "lowdin_charge": [1.032, -0.207, -0.300, -0.046, -0.152, -0.156, -0.099, -0.215, -0.194, -0.201, 0.074, -0.475, -0.194, -0.162, -0.045, -0.107, -0.121, -0.103, -0.040, 0.105, 0.075, 0.082, 0.093, 0.093, 0.097, 0.091, 0.088, 0.096, 0.101, 0.067, -0.306, -0.138, -0.188, -0.181, 0.072, -0.469, 0.174, 0.195, -0.602, 0.026, -0.106, 0.101, 0.062, 0.112, 0.123, 0.113, 0.087, 0.109, 0.105, 0.119, 0.143, 0.113, 0.120, 0.120, 0.098, -0.134, -0.302, -0.038, -0.039, -0.268, -0.053, -0.065, -0.223, 0.109, 0.058, 0.063, 0.108, 0.112, 0.108, 0.102, 0.150, -0.123, 0.030, -0.200, 0.016, -0.082, -0.100, -0.025, -0.182, 0.157, 0.147, 0.099, 0.098, 0.095, 0.103], "homo_ha": [-0.067, -0.065], "total_charge": -1, "multiplicity": 1, "de_lowest_ev": 0.0000, "homo_lumo_gap_ev": [3.597, 3.545]}